i | The following is a quantum chemistry calculation of a structure of composition C51H37Cl3CsF6GeN11O2, from OMol25.

Geometry (Å):
Cs (-0.629, -0.775, -0.991)
Ge (3.526, -2.239, -0.744)
Cl (2.017, -1.798, -2.322)
Cl (4.601, -4.128, -1.101)
Cl (5.158, -1.131, -1.975)
F (-0.124, -1.363, 3.114)
F (-1.162, -0.179, 4.590)
F (-3.606, 0.775, 3.955)
F (-0.247, 0.779, 2.881)
F (-2.672, 1.822, 2.310)
F (-4.323, 0.471, 1.943)
O (-0.408, 4.721, 1.863)
O (-1.892, -0.577, 1.110)
N (5.308, 6.203, -0.964)
N (-0.839, 5.651, -0.079)
N (-0.881, -1.971, -3.923)
N (0.529, 5.711, 0.147)
N (5.705, 5.196, -0.159)
N (-1.929, -3.607, -1.993)
N (-4.416, 2.443, -2.681)
N (-2.748, 0.977, -2.327)
N (5.807, 4.373, -2.177)
N (2.170, -3.225, 0.382)
N (-4.442, 1.986, -1.408)
C (0.190, -6.845, -0.459)
C (-1.350, 5.068, 0.945)
C (-2.220, -0.533, 2.416)
C (5.717, 5.381, 1.278)
C (3.399, 0.538, 3.047)
C (2.866, -0.736, 3.046)
C (-2.560, -5.230, -3.662)
C (4.081, 0.294, 0.750)
C (-2.125, -4.778, -6.002)
C (-1.997, -4.001, -3.279)
C (-4.659, 3.423, 0.564)
C (2.030, 4.351, 3.244)
C (-3.054, -6.067, -2.647)
C (-1.527, -3.521, -5.652)
C (1.683, -3.525, 2.738)
C (-0.396, -1.484, -6.213)
C (-5.218, 3.628, 1.818)
C (4.429, 4.451, 3.221)
C (5.991, 4.111, -0.902)
C (0.261, -6.372, 0.836)
C (1.443, -4.923, -1.199)
C (-4.541, 4.370, 2.780)
C (2.009, 4.921, 1.974)
C (1.029, -4.706, 2.499)
C (-2.729, 4.667, 1.237)
C (1.526, -4.424, 0.108)
C (2.233, -2.788, 1.696)
C (-0.979, -2.655, -6.615)
C (-3.388, 1.801, -3.194)
C (-1.457, -3.124, -4.306)
C (3.552, -0.995, 0.744)
C (-2.390, -4.415, -1.066)
C (0.739, 5.148, 1.286)
C (2.902, -1.510, 1.872)
C (3.248, 4.121, 3.863)
C (5.386, 5.660, -2.161)
C (-3.439, 1.119, -1.212)
C (-5.365, 2.551, -0.443)
C (-3.429, 3.975, 0.273)
C (0.927, -5.178, 1.148)
C (-2.965, -5.665, -1.343)
C (-3.277, 4.873, 2.499)
C (-3.191, 0.639, 2.674)
C (-0.937, -0.309, 3.254)
C (3.196, 5.259, 1.332)
C (-2.615, -5.596, -5.049)
C (4.411, 5.024, 1.956)
C (3.987, 1.071, 1.897)
C (0.793, -6.111, -1.477)
C (-0.368, -1.188, -4.842)
C (-2.891, -1.829, 2.906)
H (-5.899, 1.751, 0.072)
H (-3.221, 0.624, -0.266)
H (-3.752, -2.014, 2.266)
H (3.329, 1.145, 3.942)
H (-3.209, -1.791, 3.950)
H (-3.487, -7.025, -2.911)
H (-2.181, -2.644, 2.775)
H (-3.312, -6.288, -0.530)
H (-2.163, -5.057, -7.048)
H (2.370, -1.105, 3.933)
H (5.963, 6.431, 1.439)
H (0.113, -0.281, -4.487)
H (6.313, 3.173, -0.477)
H (5.132, 6.212, -3.050)
H (3.162, 5.692, 0.341)
H (-2.966, 3.814, -0.692)
H (4.348, 2.093, 1.903)
H (6.525, 4.780, 1.696)
H (-3.057, -6.550, -5.311)
H (0.755, -6.461, -2.502)
H (0.049, -0.801, -6.924)
H (5.381, 4.239, 3.697)
H (4.556, 0.674, -0.146)
H (3.274, 3.659, 4.842)
H (-0.323, -7.774, -0.676)
H (-3.090, 1.933, -4.221)
H (-6.094, 3.109, -1.030)
H (-4.976, 4.512, 3.759)
H (-2.297, -4.073, -0.040)
H (-0.189, -6.931, 1.650)
H (1.768, -3.138, 3.744)
H (1.105, 4.065, 3.724)
H (0.599, -5.289, 3.303)
H (-1.015, -2.932, -7.662)
H (-6.171, 3.173, 2.061)
H (1.901, -4.377, -2.009)
H (-2.710, 5.399, 3.255)

The spin multiplicity is 2. As for the charge: -1. As for the frontier orbital gap (spin up / spin down): 4.61 / 7.46 eV. The LUMO energy (spin up / spin down) comes out at 1.86 / 1.86 eV.

---

ii | The following is a quantum chemistry calculation of a structure of composition C51H37Cl3CsF6GeN11O2, from OMol25.

Geometry (Å):
Cs (-0.692, -0.542, -1.131)
Ge (1.286, 1.286, 1.385)
Cl (2.471, -0.019, 2.966)
Cl (2.085, 3.294, 2.141)
Cl (-0.684, 1.346, 2.642)
F (-0.617, -2.203, -6.572)
F (-3.144, -1.411, -5.917)
F (-3.374, -0.163, -4.170)
F (-0.164, -2.819, -4.553)
F (-2.744, -2.211, -3.949)
F (1.034, -1.305, -5.510)
O (-0.704, -0.285, -3.551)
O (-1.313, 1.819, 5.705)
N (0.360, 3.051, -0.979)
N (-1.419, -3.783, 2.997)
N (-4.496, 2.954, 0.713)
N (-0.692, -2.536, 1.260)
N (-2.764, 0.204, 6.014)
N (1.853, 1.147, -2.322)
N (-0.141, -3.379, 3.193)
N (-3.826, 1.017, -0.036)
N (-3.445, 1.330, 5.559)
N (2.125, -2.979, -0.933)
N (-5.501, 2.533, -0.090)
C (1.920, -4.230, -1.269)
C (0.542, -3.645, 4.454)
C (-1.701, -3.252, 1.826)
C (1.961, -0.803, 6.552)
C (3.007, 1.716, -4.787)
C (-1.120, -0.610, -4.776)
C (0.069, 5.620, -1.994)
C (-2.675, 3.443, 4.532)
C (-0.584, -4.013, -1.399)
C (0.651, -2.399, 5.311)
C (-1.840, -4.313, -1.851)
C (-3.634, 4.384, 2.527)
C (5.822, -1.814, 0.601)
C (-3.505, 2.047, 0.722)
C (0.455, -5.567, -2.821)
C (-2.715, 5.423, 2.595)
C (-1.750, 4.480, 4.589)
C (4.136, -4.898, -0.629)
C (3.347, -2.626, -0.430)
C (-4.582, 4.263, 1.357)
C (-1.093, 0.550, -5.796)
C (-1.516, 0.525, 6.041)
C (3.559, -1.282, -0.043)
C (0.950, 3.385, -2.145)
C (5.643, -3.122, 0.249)
C (-3.627, 3.414, 3.520)
C (-0.356, -0.368, 6.125)
C (-0.794, -5.895, -3.333)
C (-1.789, 5.479, 3.630)
C (2.152, 4.045, -4.624)
C (0.863, 0.030, 6.664)
C (2.302, 2.717, -4.094)
C (3.095, 0.463, -4.253)
C (1.861, -2.006, 5.863)
C (2.913, -5.236, -1.117)
C (-0.232, -1.750, -5.358)
C (4.764, -0.888, 0.460)
C (0.271, -2.635, 2.155)
C (-5.051, 1.368, -0.511)
C (4.399, -3.557, -0.268)
C (-1.941, -5.275, -2.853)
C (-0.338, 3.964, -0.337)
C (-0.463, -1.587, 5.465)
C (-2.550, 2.231, 5.348)
C (0.826, 4.671, -2.701)
C (1.452, 4.981, -3.956)
C (-0.515, 5.272, -0.807)
C (1.729, 2.378, -2.858)
C (-2.596, -1.116, -4.718)
C (2.490, 0.227, -3.010)
C (0.588, -4.597, -1.822)
H (-0.051, -4.412, 4.945)
H (4.900, 0.139, 0.778)
H (6.771, -1.485, 1.005)
H (-5.617, 4.390, 1.667)
H (-5.622, 0.749, -1.187)
H (-2.912, -5.523, -3.264)
H (-2.669, -3.381, 1.364)
H (-0.975, 4.472, 5.344)
H (-2.595, 2.143, 1.301)
H (1.347, -6.037, -3.222)
H (2.736, -0.581, -0.141)
H (2.524, -0.768, -2.574)
H (2.918, -0.489, 6.948)
H (-4.362, 5.034, 0.618)
H (4.908, -5.647, -0.491)
H (-1.407, -1.851, 5.002)
H (1.532, -4.050, 4.249)
H (3.594, -0.345, -4.772)
H (6.443, -3.844, 0.369)
H (-1.060, 6.279, 3.658)
H (-1.318, 0.235, -6.815)
H (2.746, -2.614, 5.711)
H (2.677, -6.261, -1.368)
H (3.451, 1.950, -5.748)
H (-1.096, 5.982, -0.232)
H (-0.095, 0.992, -5.756)
H (2.615, 4.275, -5.578)
H (-1.814, 1.303, -5.479)
H (0.955, 1.001, 7.135)
H (-4.303, 2.568, 3.473)
H (-2.698, 6.177, 1.815)
H (-0.771, 3.663, 0.615)
H (1.249, -2.171, 2.108)
H (1.338, 5.983, -4.358)
H (-2.725, -3.809, -1.478)
H (-0.870, -6.628, -4.127)
H (-0.040, 6.619, -2.400)

The spin multiplicity is 2. As for the charge: -1. As for the frontier orbital gap (spin up / spin down): 7.46 / 7.41 eV. The LUMO energy (spin up / spin down) comes out at 2.01 / 1.96 eV.

---

i (1.529 eV below the next structure)

---

i | The following is a quantum chemistry calculation of a cluster of 2 separate species, C20H28N2O4 in total, from OMol25.

Geometry (Å):
O (-1.985, 2.307, -0.986)
O (0.031, 1.777, -2.808)
O (-3.922, -2.544, -1.708)
O (1.529, 0.779, 1.743)
N (4.441, 5.378, 1.861)
N (-3.776, 2.266, 0.710)
C (-0.301, -1.588, -3.161)
C (-0.852, 1.595, -0.627)
C (-0.008, 1.138, -1.775)
C (1.989, -1.572, 0.082)
C (0.780, -0.092, -1.528)
C (2.301, 4.116, 2.657)
C (-2.183, -4.231, -1.146)
C (1.035, -0.932, -2.742)
C (-2.942, 2.228, -0.121)
C (3.488, -1.293, -0.014)
C (-1.221, -3.053, -1.272)
C (2.215, 5.148, 4.984)
C (1.176, -0.385, -0.287)
C (-3.638, -3.913, -1.561)
C (1.486, 4.936, 3.662)
C (-0.451, 1.335, 0.600)
C (3.502, 4.820, 2.212)
C (-4.248, -1.925, -0.484)
C (-0.464, -3.015, -2.613)
C (0.812, 0.585, 0.782)
H (2.486, 4.194, 5.440)
H (-4.946, -2.516, 0.103)
H (3.746, -0.555, 0.733)
H (3.756, -0.927, -0.995)
H (1.685, 3.895, 1.784)
H (-0.998, 1.660, 1.470)
H (1.756, -1.897, 1.088)
H (3.126, 5.732, 4.847)
H (1.369, -0.259, -3.523)
H (-1.821, -5.006, -1.813)
H (1.226, 5.903, 3.229)
H (-4.305, -4.336, -0.809)
H (1.797, -1.664, -2.549)
H (0.526, -3.440, -2.501)
H (-4.657, -0.953, -0.718)
H (0.549, 4.410, 3.853)
H (-3.884, -4.422, -2.482)
H (2.582, 3.157, 3.093)
H (-1.676, -2.092, -1.076)
H (4.033, -2.213, 0.154)
H (-0.331, -1.620, -4.245)
H (-2.143, -4.643, -0.147)
H (-0.999, -3.625, -3.334)
H (1.578, 5.686, 5.687)
H (-3.357, -1.766, 0.126)
H (1.708, -2.393, -0.562)
H (-0.468, -3.187, -0.501)
H (-1.129, -0.986, -2.810)

As for the structure (SMILES): CCC1=C(CCCCCCOC)C(=O)C(OC#N)=CC1=O.CCCC#N. As for the charge: 0. As for the frontier orbital gap: 8.54 eV. The LUMO energy comes out at -1.55 eV.

---

ii | The following is a quantum chemistry calculation of the molecule C20H28N2O4, from OMol25.

Geometry (Å):
O (-2.168, -0.960, -0.093)
O (1.364, -1.631, 1.244)
O (-3.457, 2.109, 2.959)
O (-2.920, -1.046, 2.023)
N (-2.243, 1.679, 1.096)
N (-0.299, -2.890, 0.374)
C (4.071, -3.172, -4.451)
C (1.707, -2.561, -0.917)
C (0.861, 4.832, -0.128)
C (-1.419, 3.572, -0.143)
C (3.407, -1.812, -2.448)
C (-2.146, -1.430, 1.020)
C (0.932, -2.297, 0.323)
C (1.948, 2.491, -0.195)
C (2.659, -1.622, -1.304)
C (1.505, 3.730, -0.979)
C (-0.668, 4.900, -0.203)
C (0.849, 1.613, 0.406)
C (1.542, -3.709, -1.685)
C (3.239, -2.953, -3.226)
C (0.065, 2.269, 1.550)
C (-3.841, 0.026, 1.804)
C (-1.208, -2.553, 1.436)
C (-1.325, 2.806, 1.177)
C (-3.160, 1.394, 2.028)
C (2.304, -3.899, -2.822)
H (4.291, -2.228, -4.944)
H (4.136, -1.070, -2.743)
H (2.402, 4.138, -1.452)
H (-2.065, 1.012, 0.356)
H (2.619, 2.808, 0.608)
H (2.173, -4.799, -3.407)
H (-1.792, -3.425, 1.745)
H (1.183, 4.722, 0.906)
H (-1.693, 3.434, 1.995)
H (-0.093, 1.532, 2.342)
H (0.841, -4.474, -1.383)
H (-4.631, -0.104, 2.545)
H (2.796, -0.742, -0.694)
H (0.172, 1.279, -0.382)
H (5.019, -3.635, -4.175)
H (2.535, 1.866, -0.876)
H (-0.716, -3.190, -0.493)
H (-1.089, 2.925, -0.956)
H (0.832, 3.438, -1.787)
H (3.566, -3.830, -5.153)
H (-0.611, -2.205, 2.285)
H (-0.941, 5.374, -1.149)
H (-4.245, -0.032, 0.788)
H (-1.026, 5.548, 0.600)
H (1.235, 5.803, -0.465)
H (1.332, 0.717, 0.800)
H (0.658, 3.069, 1.990)
H (-2.478, 3.785, -0.313)

As for the structure (SMILES): Cc1ccc(C(=O)NCC(=O)OCC(=O)NC2CCCCCCC2)cc1. As for the charge: 0. As for the frontier orbital gap: 10.01 eV. The LUMO energy comes out at 0.61 eV.

---

ii (5.419 eV below the next structure)

---

i | The following is a quantum chemistry calculation of the molecule C9H20OSi, from OMol25.

Geometry (Å):
Si (1.397, 0.845, -1.840)
O (-0.809, -0.570, -1.405)
C (-2.044, -0.786, 1.293)
C (-0.202, 0.374, -0.958)
C (-0.927, 0.236, 1.485)
C (-0.672, 1.128, 0.294)
C (1.812, -0.504, -3.076)
C (1.127, 2.519, -2.622)
C (-1.314, -2.522, 2.994)
C (2.753, 0.923, -0.542)
C (-2.440, -1.601, 2.517)
H (0.997, -0.591, -3.795)
H (-1.064, -3.282, 2.253)
H (0.712, 3.228, -1.911)
H (-1.799, -1.466, 0.442)
H (2.738, -0.231, -3.586)
H (0.451, 2.368, -3.451)
H (0.084, 1.886, 0.568)
H (2.508, 1.722, 0.141)
H (-1.179, 0.828, 2.369)
H (1.952, -1.465, -2.569)
H (-0.414, -1.936, 3.219)
H (2.081, 2.853, -3.052)
H (-2.805, -0.936, 3.319)
H (-1.582, 1.667, -0.020)
H (-3.313, -2.217, 2.327)
H (3.675, 1.141, -1.076)
H (-1.603, -3.119, 3.864)
H (0.004, -0.269, 1.812)
H (2.798, 0.036, 0.096)
H (-2.924, -0.259, 0.912)

As for the structure (SMILES): CCCCCC(=O)[Si](C)(C)C. As for the charge: 0. As for the frontier orbital gap: 9.33 eV. The LUMO energy comes out at 0.82 eV.

---

ii | The following is a quantum chemistry calculation of a cluster of 2 separate species, C9H20OSi in total, from OMol25.

Geometry (Å):
Si (-3.152, 2.264, 1.720)
O (-2.558, 1.679, 0.460)
C (0.678, 1.342, 2.104)
C (0.010, -1.353, 0.783)
C (0.294, -0.227, 0.009)
C (2.580, 0.682, 0.474)
C (-0.775, -2.527, 0.375)
C (1.105, 0.981, 0.599)
C (-0.934, 0.334, -2.299)
C (0.334, -0.301, -1.574)
C (0.650, -1.645, -2.160)
H (-1.774, -0.275, -2.319)
H (-0.557, 0.362, -3.336)
H (-1.472, -2.312, -0.499)
H (1.143, 0.655, 2.880)
H (-0.178, -2.347, -2.245)
H (3.004, 0.041, 1.309)
H (1.352, -2.350, -1.575)
H (0.930, 1.795, -0.077)
H (-1.295, -3.007, 1.198)
H (-4.390, 1.833, 2.398)
H (-2.613, 3.544, 2.117)
H (-1.138, 1.252, -1.906)
H (1.026, -1.623, -3.148)
H (0.830, 2.285, 2.469)
H (1.242, 0.204, -1.804)
H (2.712, 0.225, -0.514)
H (0.262, -1.178, 1.797)
H (-0.364, 1.170, 2.278)
H (3.063, 1.681, 0.615)
H (-0.015, -3.186, -0.129)

As for the structure (SMILES): CC=C(C(C)C)C(C)C.O=[SiH2]. As for the charge: 0. As for the frontier orbital gap: 7.52 eV. The LUMO energy comes out at -0.55 eV.

---

i (3.487 eV below the next structure)